Record 1
DFT (wB97M-V/def2-TZVPD) results for an isolated molecule of C6H7NO at a distorted geometry.

```
! RIJCOSX wB97M-V def2-TZVPD def2/J DEFGRID3
* xyz 0 3
C 0.074 1.599 -0.945
C 0.591 1.453 0.452
C 0.844 -1.958 0.182
C 0.816 -0.909 -0.635
C -0.081 0.284 -0.271
C -1.283 -0.260 0.289
N -2.312 -0.536 0.705
O -3.362 -0.851 1.226
H -0.705 2.280 -1.123
H 1.005 1.710 -1.624
H 1.525 1.145 0.907
H -0.067 1.663 1.303
H 1.320 -2.781 -0.086
H 0.220 -2.005 1.145
H 1.414 -0.833 -1.522
*
```

frontier orbital gap (alpha / beta)	6.59 / 6.73	eV
energy relative to the best compared isomer or geometry (same formula, charge and spin)	97.8	kcal per mole

***

Record 2
DFT (wB97M-V/def2-TZVPD) results for a structure of composition C4H8Br2Si at a distorted geometry.

```
! RIJCOSX wB97M-V def2-TZVPD def2/J DEFGRID3
* xyz 0 1
C -1.154 1.404 0.636
C -0.343 0.458 0.216
C 0.166 -0.721 1.009
C -0.894 -1.531 -2.442
Si 0.115 0.532 -1.607
Br -2.812 -1.602 -2.301
Br -0.376 -2.074 -4.196
H -1.523 2.236 -0.013
H -1.743 1.424 1.631
H 0.602 -0.447 2.026
H 0.729 -1.481 0.325
H -0.860 -1.236 1.185
H -0.591 -2.369 -1.841
H 1.435 0.416 -2.319
H -0.505 1.710 -2.294
*
```

frontier orbital gap	9.08	eV
energy relative to the best compared isomer or geometry (same formula, charge and spin)	102.6	kcal per mole

***

Record 3
DFT (wB97M-V/def2-TZVPD) results for a cluster of 2 separate species, C3H3F3NO3 in total at a distorted geometry.

```
! RIJCOSX wB97M-V def2-TZVPD def2/J DEFGRID3
* xyz -1 1
C 0.333 1.396 -0.087
C -0.379 0.227 -0.515
C -1.455 -0.274 0.221
N 1.939 -1.899 -1.000
O 0.580 1.592 1.229
O 0.876 2.232 -0.754
O 1.302 -1.612 0.070
F -2.030 -1.351 -0.411
F -2.466 0.562 0.393
F -1.149 -0.726 1.477
H -0.418 0.196 -1.526
H 2.773 -1.254 -1.026
H 0.094 0.909 1.929
*
```

frontier orbital gap (alpha / beta)	6.61 / 6.61	eV

***

Record 4
DFT (wB97M-V/def2-TZVPD) results for a structure of composition C30H29NO3PSSn at a distorted geometry.

```
! RIJCOSX wB97M-V def2-TZVPD def2/J DEFGRID3
* xyz 1 1
Sn -1.346 -0.698 -0.857
C -3.923 -1.776 1.146
C -3.128 -1.918 2.275
C -2.165 -2.915 2.326
C -1.984 -3.762 1.242
C -2.780 -3.625 0.113
C -3.755 -2.636 0.067
H -4.698 -1.020 1.129
H -3.292 -1.270 3.125
H -1.577 -3.051 3.223
H -1.251 -4.555 1.289
H -2.666 -4.309 -0.716
H -4.411 -2.560 -0.793
O 0.779 -1.563 -0.428
C 1.360 -0.489 -0.662
C 2.416 0.012 0.224
C 3.764 -0.242 0.062
C 4.666 0.245 0.994
C 4.210 0.995 2.065
C 2.859 1.255 2.220
C 1.938 0.761 1.304
P 0.114 0.930 1.519
C -0.198 2.705 1.259
C -1.448 3.190 1.643
C -1.788 4.504 1.383
C -0.897 5.331 0.713
C 0.333 4.843 0.304
C 0.684 3.532 0.575
C 0.037 0.767 3.341
C 0.091 -0.533 3.838
C 0.053 -0.766 5.200
C -0.046 0.299 6.080
C -0.087 1.594 5.591
C -0.056 1.836 4.227
H 4.094 -0.835 -0.775
H 5.719 0.041 0.873
H 4.909 1.376 2.793
H 2.510 1.842 3.055
H -2.137 2.537 2.168
H -2.753 4.878 1.693
H -1.161 6.358 0.508
H 1.020 5.479 -0.237
H 1.645 3.153 0.260
H 0.165 -1.363 3.146
H 0.099 -1.774 5.587
H -0.099 0.120 7.144
H -0.143 2.421 6.282
H -0.115 2.850 3.854
S 0.732 0.598 -1.828
O 0.252 -2.757 -3.236
C -0.706 -2.105 -3.657
O -1.655 -1.621 -3.008
C -0.673 -1.861 -5.209
N 0.640 -2.422 -5.608
C 1.479 -1.329 -6.154
C 0.885 -0.074 -5.531
C -0.610 -0.374 -5.553
H -1.522 -2.365 -5.672
H 0.599 -3.230 -6.226
H 0.940 -2.762 -4.591
H 1.374 -1.302 -7.241
H 2.527 -1.479 -5.896
H 1.147 0.823 -6.085
H 1.221 0.047 -4.503
H -1.024 -0.199 -6.545
H -1.165 0.220 -4.829
*
```

frontier orbital gap	7.94	eV
energy relative to the best compared isomer or geometry (same formula, charge and spin)	10.9	kcal per mole

***

Record 5
DFT (wB97M-V/def2-TZVPD) results for the ion CH4O3PS with charge -1 at a distorted geometry.

```
! RIJCOSX wB97M-V def2-TZVPD def2/J DEFGRID3
* xyz -1 1
O -1.932 -0.758 1.438
P -1.350 -0.495 0.096
O -1.972 0.799 -0.636
S -1.427 -1.941 -1.295
C 0.548 0.154 0.274
O 1.239 -0.869 0.998
H -2.548 0.624 -1.481
H 0.895 0.261 -0.721
H 0.552 0.961 0.865
H 0.639 -1.073 1.816
*
```

frontier orbital gap	7.63	eV
SMILES	[O-][P@](O)(=S)CO
energy relative to the best compared isomer or geometry (same formula, charge and spin)	3.0	kcal per mole

***

Record 6
DFT (wB97M-V/def2-TZVPD) results for a structure of composition C35H35F10LaN6S2 at a distorted geometry.

```
! RIJCOSX wB97M-V def2-TZVPD def2/J DEFGRID3
* xyz -2 1
La 0.340 -0.098 0.329
C -2.333 0.532 -2.525
N -2.106 1.146 -1.222
C -3.256 0.853 -0.370
C -3.095 1.286 1.068
N -2.039 0.521 1.708
C -2.100 0.526 3.073
C -1.491 -0.528 3.802
F -0.859 -1.487 3.116
C -1.509 -0.646 5.168
F -0.894 -1.684 5.758
C -2.175 0.285 5.948
F -2.209 0.169 7.294
C -2.783 1.331 5.303
F -3.416 2.277 6.028
C -2.745 1.448 3.919
F -3.294 2.587 3.423
C -1.899 2.585 -1.381
C -0.470 2.880 -1.781
N 0.464 2.525 -0.733
C 0.999 3.529 0.000
C 2.188 3.256 0.724
F 2.674 2.015 0.607
C 2.859 4.161 1.506
F 3.993 3.810 2.128
C 2.388 5.462 1.627
F 3.049 6.376 2.371
C 1.234 5.787 0.959
F 0.723 7.030 1.082
C 0.560 4.857 0.180
F -0.638 5.268 -0.321
H -3.247 0.951 -2.986
H -1.492 0.696 -3.197
H -2.445 -0.545 -2.420
H -4.169 1.311 -0.797
H -3.403 -0.231 -0.392
H -2.967 2.372 1.122
H -4.075 1.101 1.541
H -2.623 2.986 -2.116
H -2.084 3.086 -0.434
H -0.236 2.288 -2.675
H -0.400 3.922 -2.102
C 4.102 -2.572 3.085
C 3.016 -1.610 2.622
S 2.216 -2.128 1.114
C 2.698 -0.510 3.328
C 3.406 -0.179 4.625
S 1.412 0.639 2.930
H 4.307 -3.305 2.306
H 3.804 -3.126 3.984
H 5.042 -2.063 3.316
H 4.277 -0.804 4.821
H 2.713 -0.290 5.467
H 3.725 0.867 4.625
C 3.655 -0.787 -1.844
N 2.705 0.317 -1.936
C 3.446 1.569 -2.001
C 1.910 0.203 -3.151
C 1.024 -1.019 -3.216
C 1.002 -1.719 -4.423
C 0.149 -2.803 -4.600
C -0.678 -3.168 -3.548
C -0.625 -2.455 -2.349
C 0.219 -1.355 -2.107
H 4.358 -0.759 -2.699
H 3.132 -1.740 -1.840
H 4.211 -0.721 -0.910
H 4.042 1.607 -2.931
H 4.122 1.655 -1.154
H 2.751 2.408 -1.978
H 2.581 0.221 -4.032
H 1.301 1.109 -3.209
H 1.658 -1.411 -5.233
H 0.138 -3.349 -5.538
H -1.362 -4.005 -3.654
H -1.311 -2.772 -1.572
N -3.116 -5.949 2.529
C -2.583 -4.821 1.906
C -3.265 -3.608 1.904
C -2.666 -2.504 1.327
N -1.469 -2.530 0.737
C -0.827 -3.702 0.736
C -1.330 -4.857 1.307
H -4.117 -5.955 2.630
H -2.749 -6.830 2.212
H -4.233 -3.508 2.381
H -3.137 -1.529 1.370
H 0.150 -3.713 0.272
H -0.738 -5.764 1.298
*
```

frontier orbital gap	5.01	eV
energy relative to the best compared isomer or geometry (same formula, charge and spin)	1.2	kcal per mole

***

Record 7
DFT (wB97M-V/def2-TZVPD) results for a structure of composition C17H22Cl2I2N2O2SiW at a distorted geometry.

```
! RIJCOSX wB97M-V def2-TZVPD def2/J DEFGRID3
* xyz 2 3
W 0.390 -1.074 -0.353
I 6.543 2.178 3.264
C 4.982 1.274 2.252
C 3.985 0.720 3.007
C 2.731 0.189 2.616
I 1.529 -0.458 4.201
C 2.082 0.135 1.391
O 0.804 -0.044 1.253
C 4.388 0.811 -0.190
C 1.986 1.608 -1.303
N 1.304 2.515 -0.691
C 0.053 3.082 -1.218
C -0.957 2.118 -1.823
C -1.905 2.764 -2.608
C -2.903 2.043 -3.233
C -2.908 0.671 -3.059
C -1.943 0.105 -2.255
N -0.975 0.791 -1.613
C 5.085 1.310 0.812
H 4.144 0.742 4.077
H 3.209 -0.127 -1.737
H 1.775 1.316 -2.331
H 1.602 2.821 0.229
H 0.336 3.793 -1.994
H -0.420 3.653 -0.419
H -1.848 3.838 -2.732
H -3.642 2.537 -3.849
H -3.642 0.037 -3.536
H -1.951 -0.964 -2.110
H 5.973 1.811 0.419
Cl 2.783 0.074 -0.446
C 2.504 -1.512 0.002
Cl 0.965 -1.722 -2.459
H 0.694 -2.495 0.469
H 3.163 -2.376 0.050
C -4.039 -2.262 -0.214
Si -2.600 -2.193 0.946
C -2.753 -0.902 2.276
C -2.037 -3.845 1.560
O -1.299 -1.599 -0.058
H -4.900 -2.715 0.284
H -3.818 -2.873 -1.092
H -4.338 -1.265 -0.544
H -2.965 -1.372 3.239
H -3.559 -0.198 2.068
H -1.825 -0.337 2.389
H -2.899 -4.469 1.804
H -1.426 -3.759 2.459
H -1.459 -4.374 0.799
*
```

frontier orbital gap (alpha / beta)	5.38 / 5.43	eV
energy relative to the best compared isomer or geometry (same formula, charge and spin)	439.7	kcal per mole

***

Record 8
DFT (wB97M-V/def2-TZVPD) results for an isolated molecule of C4H6N2O at a distorted geometry.

```
! RIJCOSX wB97M-V def2-TZVPD def2/J DEFGRID3
* xyz 0 1
O 0.510 -2.447 0.598
C 0.069 -1.347 0.401
N 0.011 -0.334 1.318
C -0.515 0.907 0.832
C -0.607 0.480 -0.680
C 0.686 -0.027 -1.485
N -0.557 -0.884 -0.917
H 0.485 -0.450 2.202
H 0.084 1.752 1.252
H -1.545 1.102 1.132
H -1.130 1.053 -1.450
H 1.063 1.005 -1.718
H 1.445 -0.809 -1.486
*
```

frontier orbital gap (alpha / beta)	8.11 / 8.11	eV
SMILES	O=C1NC[C@H]2CN12
energy relative to the best compared isomer or geometry (same formula, charge and spin)	129.8	kcal per mole

***

Record 9
DFT (wB97M-V/def2-TZVPD) results for a structure of composition C24H29CaN3O8 at a distorted geometry.

```
! RIJCOSX wB97M-V def2-TZVPD def2/J DEFGRID3
* xyz -2 1
Ca 0.415 -0.327 0.099
O 2.242 2.571 -0.707
C 3.437 1.929 -0.310
C 3.511 1.706 1.206
N 2.614 0.674 1.720
C 3.218 -0.657 1.685
C 3.403 -1.226 0.262
O 4.503 -1.742 0.000
O 2.395 -1.125 -0.487
C 2.155 0.927 3.077
C 0.833 0.168 3.371
O 0.623 -0.197 4.529
O 0.065 0.034 2.360
H 1.540 1.899 -0.774
H 4.255 2.608 -0.579
H 3.580 0.988 -0.844
H 3.240 2.659 1.667
H 4.560 1.483 1.471
H 2.537 -1.349 2.191
H 4.185 -0.675 2.209
H 1.944 1.990 3.208
H 2.902 0.648 3.833
O -0.195 -2.288 0.053
C -1.059 -3.143 0.412
C -0.710 -4.526 0.559
C -1.627 -5.484 0.907
C -2.968 -5.145 1.144
C -3.336 -3.821 1.051
C -2.428 -2.814 0.703
C -2.869 -1.438 0.776
N -2.212 -0.400 0.446
C -2.801 0.877 0.779
C -2.952 1.788 -0.442
N -1.774 1.691 -1.249
C -1.826 1.905 -2.495
C -0.718 1.661 -3.404
C -0.777 2.132 -4.717
C 0.194 1.822 -5.648
C 1.235 0.964 -5.270
C 1.317 0.467 -3.993
C 0.387 0.842 -2.977
O 0.521 0.440 -1.776
H 0.328 -4.782 0.383
H -1.314 -6.518 1.014
H -3.691 -5.905 1.417
H -4.363 -3.533 1.261
H -3.876 -1.312 1.216
H -2.129 1.363 1.486
H -3.787 0.763 1.262
H -3.089 2.818 -0.085
H -3.859 1.510 -1.008
H -2.769 2.236 -2.975
H -1.614 2.766 -5.000
H 0.150 2.235 -6.650
H 1.981 0.686 -6.009
H 2.113 -0.204 -3.689
C -0.096 4.835 1.277
C -0.233 3.565 2.107
O -0.035 2.486 1.245
H -0.089 5.728 1.906
H -0.922 4.897 0.565
H 0.832 4.761 0.708
H -1.227 3.528 2.582
H 0.500 3.589 2.927
H 0.006 1.621 1.717
*
```

frontier orbital gap	6.95	eV
energy relative to the best compared isomer or geometry (same formula, charge and spin)	37.7	kcal per mole

***

Record 10
DFT (wB97M-V/def2-TZVPD) results for a cluster of 9 separate species, C26H48N9O11 in total at a distorted geometry.

```
! RIJCOSX wB97M-V def2-TZVPD def2/J DEFGRID3
* xyz 1 1
C 39.800 58.748 2.204
C 41.239 58.339 2.279
C 41.739 57.847 3.688
C 41.091 56.592 3.995
C 41.611 55.543 3.106
C 41.420 55.855 1.599
N 41.497 57.271 1.312
O 41.589 57.719 0.113
C 40.074 55.358 1.015
C 42.589 55.208 0.724
C 42.158 59.609 1.978
H 39.306 59.477 2.934
H 39.083 57.759 2.372
H 39.486 59.386 1.270
H 41.466 58.729 4.242
H 42.801 57.784 3.893
H 39.925 56.654 3.925
H 41.228 56.184 5.105
H 41.172 54.536 3.424
H 42.660 55.218 3.434
H 40.042 54.215 1.179
H 39.938 55.393 -0.135
H 39.207 55.576 1.670
H 43.338 55.823 0.849
H 42.066 55.113 -0.179
H 42.681 54.221 1.005
H 43.187 59.442 2.045
H 41.910 60.425 2.777
H 41.974 59.995 0.981
N 40.354 51.491 4.389
C 40.514 51.311 3.061
C 41.952 51.526 2.790
C 42.591 51.763 4.159
C 41.460 51.736 5.105
H 39.402 51.394 4.964
H 39.806 51.022 2.371
H 42.266 51.562 1.758
H 43.534 52.026 4.435
H 41.445 51.888 6.207
N 45.528 55.468 4.745
C 45.776 54.680 3.602
C 45.933 55.624 2.506
C 45.567 56.964 3.041
C 45.326 56.773 4.430
H 45.286 54.877 5.578
H 45.925 53.504 3.696
H 46.181 55.309 1.513
H 45.534 57.910 2.379
H 45.211 57.326 5.218
N 45.523 53.310 8.065
C 45.588 54.630 8.616
C 44.461 55.348 8.031
C 43.709 54.286 7.232
C 44.507 53.008 7.262
H 46.311 52.750 8.327
H 46.366 54.923 9.281
H 44.200 56.199 8.184
H 42.579 54.318 6.801
H 44.197 52.029 6.976
C 35.467 55.777 1.911
N 36.185 54.650 2.413
O 37.081 54.909 3.319
O 36.252 53.588 1.833
H 34.591 55.016 1.670
H 35.915 56.257 1.131
H 35.238 56.563 2.616
C 38.603 59.867 7.680
N 38.877 59.954 6.219
O 39.986 60.255 5.805
O 37.939 59.587 5.503
H 39.459 59.188 8.233
H 37.609 59.249 7.816
H 38.625 60.824 7.938
C 42.949 60.956 6.597
N 44.103 60.652 5.683
O 45.022 61.445 5.568
O 44.028 59.560 4.979
H 42.591 59.991 7.206
H 42.466 61.614 5.840
H 43.094 61.680 7.484
C 40.591 55.548 9.485
N 40.615 55.928 8.014
O 40.106 55.135 7.160
O 41.259 56.808 7.739
H 41.560 55.089 9.562
H 39.715 54.829 9.935
H 40.557 56.385 10.067
C 37.328 56.352 6.263
N 36.160 55.489 6.449
O 35.104 55.596 5.686
O 36.214 54.801 7.358
H 37.802 56.475 7.264
H 37.012 57.182 5.726
H 37.982 55.922 5.718
*
```

frontier orbital gap	4.42	eV
energy relative to the best compared isomer or geometry (same formula, charge and spin)	8.4	kcal per mole

***

Record 11
DFT (wB97M-V/def2-TZVPD) results for a cluster of 14 separate species, C5H41N2O13 in total at a distorted geometry.

```
! RIJCOSX wB97M-V def2-TZVPD def2/J DEFGRID3
* xyz 1 1
N 2.086 -1.121 -0.738
C 0.838 -1.346 0.079
C -0.242 -2.242 -0.571
N -0.220 -2.027 -2.030
C -1.496 -1.364 -2.422
C -1.812 -1.439 -3.931
C -0.010 -3.269 -2.791
H 2.103 -1.623 -1.647
H 2.223 -0.118 -0.980
H 2.960 -1.395 -0.300
H 1.183 -1.626 1.064
H 0.418 -0.340 0.219
H -1.155 -1.895 -0.116
H -0.052 -3.296 -0.353
H -1.260 -0.315 -2.226
H -2.349 -1.660 -1.823
H -2.450 -2.246 -4.239
H -2.279 -0.465 -4.226
H -0.874 -1.440 -4.510
H 0.820 -3.814 -2.295
H 0.160 -3.062 -3.875
H -0.804 -4.086 -2.667
H 1.482 -1.580 -4.724
H 2.843 -2.300 -4.498
O 2.278 -1.595 -4.198
H -2.433 3.552 -0.607
H -2.643 2.046 -0.897
O -1.991 2.809 -1.034
H -0.884 -1.519 2.636
H -0.865 -0.197 3.167
O -1.407 -0.723 2.533
H 0.551 3.629 1.033
H -0.409 3.235 2.217
O 0.534 3.521 1.993
H -1.831 -0.426 0.765
H -3.296 -0.280 0.195
O -2.368 -0.027 0.048
H -4.967 -1.008 1.461
H -5.361 0.237 0.498
O -4.765 -0.091 1.169
H -1.610 2.112 0.771
H -1.645 1.568 2.190
O -1.758 2.399 1.679
H 3.522 -1.611 2.087
H 4.986 -1.873 1.445
O 4.063 -1.686 1.281
H 2.000 -1.198 3.966
H 1.934 -0.079 2.908
O 2.034 -1.064 3.017
H 0.661 3.641 -2.298
H -0.228 2.669 -1.400
O 0.675 3.037 -1.529
H 0.056 1.994 4.604
H -1.107 1.025 5.267
O -0.739 1.461 4.508
H 1.288 2.256 2.563
H 2.682 2.064 3.173
O 1.835 1.609 3.103
H 2.361 0.981 -2.994
H 1.748 1.997 -1.857
O 2.305 1.193 -2.069
*
```

frontier orbital gap	9.31	eV
energy relative to the best compared isomer or geometry (same formula, charge and spin)	75.3	kcal per mole

***

The evaluated total energy for the records listed, in turn: -362.47599; -5594.62290; -696.12886; -2394.76978; -1005.89030; -3509.92583; -2792.23631; -340.58798; -2375.97101; -2338.70171; -1302.52278 Ha.